Density functional theory data (the ωB97M-V functional and the def2-TZVPD basis) for a cluster of 14 separate species, C21H65NO13S4 in total in a non-equilibrium geometry.

Structure (XYZ):
```
104
Properties=species:S:1:pos:R:3:forces:R:3:mulliken_charge:R:1
C -1.312 8.018 -2.245 -0.7672 0.4573 -0.0498 -0.585
O -2.208 6.944 -1.932 0.5180 0.3267 0.3421 -0.475
H -1.926 8.803 -2.687 0.1386 -0.1590 -0.6684 0.244
H -0.911 8.559 -1.388 0.2459 -0.5648 0.4027 0.287
H -0.508 7.679 -2.898 -0.0367 0.1512 -0.0499 0.226
H -1.960 6.638 -1.057 -0.0829 -0.2591 0.0475 0.302
C 1.548 -6.526 -2.220 -1.3041 -0.8253 0.1396 -0.560
O 2.824 -6.006 -2.125 1.2935 0.8354 -0.0421 -0.441
H 1.476 -7.340 -1.500 -0.1093 -0.3369 -0.2368 0.223
H 0.746 -5.842 -1.942 0.1150 0.4989 -0.0415 0.222
H 1.338 -6.866 -3.235 -0.1493 -0.3069 0.0904 0.278
H 3.146 -5.847 -3.015 0.1602 0.1291 0.1681 0.290
C 2.945 4.087 -5.021 0.8645 2.1034 1.1105 -0.561
O 2.346 2.873 -5.203 -0.2497 -1.5341 -0.3130 -0.468
H 2.945 4.746 -5.890 -0.2891 -0.0484 -0.2411 0.244
H 2.567 4.639 -4.161 -0.7795 0.2287 -0.0633 0.214
H 3.980 4.056 -4.682 0.3827 -0.9267 -0.4597 0.251
H 1.438 2.871 -4.892 0.0235 0.1493 -0.0428 0.319
C 3.892 -6.157 2.490 -0.8420 -0.0567 0.3051 -0.476
O 4.631 -6.505 1.369 1.1522 -0.1697 -0.7451 -0.511
H 3.681 -5.090 2.567 0.0505 0.2114 -0.0598 0.226
H 2.939 -6.686 2.444 -0.2398 -0.0095 0.4692 0.226
H 4.438 -6.457 3.384 -0.0003 -0.0741 -0.0903 0.230
H 4.100 -6.483 0.570 -0.1403 0.1370 0.0383 0.294
C -0.182 3.014 7.379 0.7502 -0.1690 0.0584 -0.533
O -0.303 3.531 6.064 -0.6510 0.2348 0.2976 -0.450
H 0.559 2.225 7.255 -0.0286 -0.0346 0.5568 0.161
H 0.160 3.778 8.076 0.4479 0.0356 -0.0143 0.288
H -1.076 2.616 7.861 -0.4242 -0.2091 -0.5592 0.256
H -0.771 4.363 6.159 -0.0866 0.1229 -0.3698 0.277
C 4.467 2.039 5.157 -0.4994 -0.2606 0.0698 -0.492
O 5.389 2.235 4.099 0.0070 0.5153 0.2157 -0.518
H 4.151 2.978 5.612 0.5146 0.3042 -0.2954 0.228
H 3.532 1.608 4.799 -0.0342 -0.3283 -0.1142 0.202
H 4.854 1.421 5.967 0.1614 -0.1327 -0.0447 0.280
H 5.753 1.398 3.802 -0.1703 -0.0989 0.1655 0.302
C 1.355 5.536 1.384 1.7962 -0.0031 0.3865 -0.658
O 0.002 5.360 1.717 -0.1127 0.0019 -0.5814 -0.454
H 1.649 6.497 0.964 -0.8661 0.2526 0.0016 0.257
H 1.970 5.430 2.278 0.1136 0.0621 0.2676 0.291
H 1.772 4.798 0.699 -0.4325 -0.2555 -0.2919 0.277
H -0.055 4.406 1.808 -0.5247 -0.0740 0.1825 0.292
C 7.282 -3.689 -1.619 0.5831 -0.7583 -1.2109 -0.445
O 8.198 -3.346 -2.692 -0.4549 0.2431 0.7412 -0.511
H 6.343 -3.139 -1.676 0.0911 0.1781 0.1136 0.238
H 7.081 -4.734 -1.856 -0.2829 -0.0071 0.3819 0.180
H 7.741 -3.650 -0.631 -0.0026 0.2579 -0.0129 0.254
H 8.402 -2.410 -2.625 0.0520 0.0756 -0.0067 0.286
C -2.757 -4.193 0.578 1.5733 0.2784 0.7195 -0.449
O -4.127 -4.199 0.736 -1.4870 0.0379 -0.2159 -0.511
H -2.278 -3.491 1.261 0.0664 0.4642 0.0344 0.168
H -2.298 -5.140 0.862 0.0151 -0.4204 -0.4778 0.266
H -2.474 -3.881 -0.427 -0.2481 -0.2949 -0.0259 0.226
H -4.356 -4.267 1.666 0.0895 -0.0346 -0.0326 0.293
N 0.742 -0.741 1.042 0.4082 -0.0519 2.8855 0.094
C 0.772 -1.009 -0.264 0.8742 -0.5512 -0.5965 -0.774
C 0.022 -0.083 -0.861 -1.5557 1.9012 -1.2805 -0.415
C -0.504 0.795 0.144 -0.1729 0.2227 -0.9808 -0.273
C -0.040 0.377 1.348 0.7887 -0.9896 -0.4879 -0.756
H 1.248 -1.307 1.708 -0.1964 0.2798 0.1399 0.167
H 1.446 -1.735 -0.694 -0.2543 -0.1793 0.1903 0.481
H -0.155 0.082 -1.914 0.1024 -0.2764 0.0037 0.523
H -1.109 1.658 -0.091 -0.0465 -0.0310 0.2546 0.459
H -0.125 0.801 2.338 0.0158 -0.3363 -0.0429 0.500
C 0.045 -4.688 6.333 -0.2662 1.2501 -1.0991 -0.907
S 0.607 -2.905 6.258 -0.7815 0.4710 -1.6276 0.493
O 1.426 -2.713 4.988 -1.0090 -0.4508 1.4374 -0.577
C -1.101 -2.102 5.934 -0.2094 -0.3895 0.0174 -0.868
H -0.421 -4.903 5.371 0.1540 -0.0037 -0.1661 0.286
H -0.754 -4.782 7.068 0.5284 -0.1427 0.4080 0.358
H 0.944 -5.297 6.429 -0.2488 0.0502 0.4389 0.314
H -1.141 -1.038 6.171 0.6311 -0.0989 0.4321 0.293
H -1.902 -2.595 6.484 0.3267 -0.1303 0.5539 0.331
H -1.500 -2.124 4.920 0.8761 -0.5063 -0.4769 0.271
C -3.321 4.182 -6.158 -0.1098 0.2068 0.7327 -0.825
S -3.568 2.405 -5.661 2.2871 0.5881 1.6896 0.453
O -2.154 1.901 -5.335 -1.7853 0.5187 -0.7589 -0.569
C -4.307 2.712 -3.970 -0.3030 0.3760 -1.0858 -0.870
H -4.216 4.703 -6.497 -0.2153 -0.4882 -0.2599 0.367
H -2.521 4.278 -6.893 -0.1819 -0.4910 -0.0914 0.320
H -3.007 4.749 -5.281 0.2115 -0.2666 0.1907 0.186
H -5.314 3.071 -4.179 -0.2919 -0.3658 0.1780 0.381
H -3.845 3.501 -3.377 0.5935 -0.1308 -0.3429 0.249
H -4.282 1.763 -3.434 -0.1360 0.0556 -0.2226 0.306
C 0.207 -2.977 -5.916 -0.6752 0.1712 -0.0661 -0.786
S -0.870 -4.036 -6.943 -1.9194 0.0194 0.0694 0.462
O -1.811 -4.839 -6.054 1.4450 1.0986 -0.7471 -0.600
C -1.905 -2.574 -7.571 0.8506 0.1585 -0.0917 -0.873
H -0.531 -2.491 -5.277 0.4466 0.1473 0.3868 0.241
H 0.708 -2.241 -6.545 -0.1854 0.0045 -0.1508 0.342
H 0.981 -3.507 -5.360 -0.3967 -0.3309 -0.0495 0.290
H -2.815 -2.821 -8.118 0.0924 -0.7444 0.3940 0.330
H -1.320 -2.003 -8.292 0.4189 -0.1411 -0.0135 0.353
H -2.134 -1.867 -6.774 -0.0658 -0.3412 0.2986 0.245
C -5.030 3.291 2.445 -0.4347 -0.2476 -0.6066 -0.936
S -4.962 1.628 3.302 -2.5807 -0.1513 0.4326 0.551
O -6.167 1.574 4.243 1.7028 0.6027 -0.3875 -0.648
C -5.685 0.588 1.977 0.6123 0.5424 -1.8096 -0.921
H -4.727 4.170 3.014 0.2120 -0.5863 0.6872 0.337
H -6.062 3.480 2.150 -0.1545 -0.3005 0.1092 0.322
H -4.435 3.325 1.533 0.1893 -0.4501 -0.0045 0.316
H -5.004 0.418 1.144 0.5693 0.0006 0.1271 0.354
H -6.490 1.126 1.476 -0.2877 0.2122 0.5559 0.300
H -6.052 -0.402 2.248 0.2174 0.3557 0.8848 0.327
```
Forces are in eV/Å.

Computed properties:
Electronic energy in Ha: -3464.31137
E_LUMO in hartree: 0.0031
2S+1: 1